# 1
{
  "formula": "C24H32F8N5O4S2",
  "method": "ωB97M-V/def2-TZVPD",
  "charge": 1,
  "e_homo_ev": -13.24,
  "e_tot_ha": -3103.398619,
  "gap_ev": 7.3,
  "symbols": ["H", "C", "C", "C", "F", "H", "H", "H", "C", "H", "H", "F", "F", "H", "H", "C", "C", "H", "H", "H", "O", "C", "O", "F", "H", "H", "H", "C", "H", "H", "S", "C", "H", "H", "H", "C", "O", "H", "C", "C", "S", "N", "C", "H", "C", "C", "H", "H", "C", "C", "N", "C", "F", "H", "C", "F", "N", "H", "F", "C", "H", "H", "H", "N", "C", "F", "N", "H", "C", "O", "H", "H", "C", "H", "C"],
  "coordinates": [[2.40, 1.02, -5.01], [2.22, 5.88, -5.27], [-6.32, -1.66, 0.53], [-3.83, -2.33, -0.71], [1.28, -0.04, 0.63], [4.06, 1.12, -1.61], [-3.04, 2.33, 4.76], [4.13, 6.07, -6.23], [3.09, 0.20, -4.83], [2.58, 6.07, -4.26], [-4.40, 1.23, 4.95], [-7.53, -3.43, -0.56], [-8.64, -1.65, 0.09], [-2.28, -5.24, -1.25], [-1.49, 0.41, 4.43], [-2.47, -4.24, -0.90], [-7.65, -2.48, 0.35], [4.65, 3.64, -6.38], [1.39, 5.17, -5.21], [2.81, -0.04, -2.05], [-6.00, -1.84, -2.20], [3.71, -0.46, 6.37], [-0.13, -2.66, 2.46], [-7.90, -3.07, 1.53], [-4.39, -4.04, -1.85], [3.09, 3.24, -5.67], [2.36, 0.11, 4.11], [4.46, 4.11, -4.36], [5.66, -0.87, 5.76], [3.62, 0.00, -5.76], [-0.51, -1.70, 1.48], [-2.46, 0.24, 4.89], [-3.07, -1.26, 3.45], [2.85, -1.36, 3.27], [1.83, 6.82, -5.66], [3.32, 5.34, -6.17], [-1.05, -0.48, 1.97], [5.24, -0.58, 3.34], [-3.65, -3.59, -1.22], [2.32, -1.00, -4.47], [-5.33, -1.38, -1.03], [-3.75, 1.34, 1.88], [3.11, -0.32, 3.45], [-3.05, -0.71, 0.50], [4.07, 0.55, -3.70], [3.35, 0.84, -2.39], [2.94, 5.22, -7.19], [-3.94, -1.35, 4.99], [3.88, 3.99, -5.70], [-1.75, -2.41, 0.39], [4.91, 4.22, -3.32], [4.51, -0.20, 4.05], [-5.53, -2.35, 1.39], [4.66, 1.42, -3.99], [-2.97, -1.15, 4.53], [0.83, -1.59, -0.81], [1.72, -1.93, -4.19], [-2.32, 0.31, 5.97], [2.01, -2.05, 0.91], [1.03, -1.32, 0.48], [-2.27, -1.91, 4.88], [-0.73, -4.16, 0.14], [4.74, 0.86, 4.21], [-1.58, -3.65, -0.11], [-3.43, 1.36, 4.47], [-6.56, -0.49, 1.06], [2.96, -0.06, 7.13], [3.05, 0.22, 2.50], [-3.62, 1.35, 3.01], [-4.96, -0.01, -1.02], [4.77, -0.27, -3.56], [2.64, 1.67, -2.50], [4.65, -0.97, 5.36], [4.45, -2.03, 5.21], [-2.89, -1.70, 0.10]],
  "lowdin_charge": [0.108, -0.107, -0.454, -0.179, 0.186, 0.079, 0.124, 0.115, -0.183, 0.072, 0.124, 0.184, 0.213, 0.162, 0.099, 0.044, -0.577, 0.121, 0.076, 0.046, -0.226, -0.243, -0.229, 0.185, 0.146, 0.101, 0.076, -0.251, 0.119, 0.122, 0.786, -0.246, 0.040, 0.068, 0.075, -0.256, -0.233, 0.110, 0.054, -0.239, 0.777, 0.173, -0.115, 0.113, -0.251, -0.107, 0.110, 0.082, -0.189, -0.200, 0.163, -0.251, 0.113, 0.083, -0.106, 0.144, 0.137, 0.116, 0.187, -0.693, 0.078, 0.198, 0.116, 0.158, -0.166, 0.173, 0.149, 0.063, -0.213, -0.224, 0.116, 0.080, -0.186, 0.119, 0.040]
}

***

# 2
{
  "formula": "C6H12Cl6FO3Pd",
  "method": "ωB97M-V/def2-TZVPD",
  "spin_multiplicity": 3,
  "charge": 1,
  "e_homo_ev": [-12.71, -12.71],
  "e_tot_ha": -3449.899579,
  "gap_ev": [5.2, 3.8],
  "symbols": ["C", "H", "H", "H", "H", "O", "H", "O", "Cl", "Pd", "H", "Cl", "C", "H", "H", "O", "H", "Cl", "Cl", "C", "H", "C", "Cl", "C", "H", "H", "F", "Cl", "C"],
  "coordinates": [[11.06, 4.29, 15.22], [13.26, 12.20, 17.27], [10.40, 1.32, 14.12], [12.01, 1.79, 14.56], [17.78, 11.52, 13.30], [12.18, 4.63, 14.77], [11.74, 12.35, 16.19], [10.49, 3.12, 15.03], [12.54, 14.32, 17.18], [14.88, 6.20, 12.12], [17.39, 12.12, 14.90], [17.66, 13.93, 13.36], [10.43, 6.38, 16.05], [13.16, 13.21, 11.36], [10.58, 6.93, 15.12], [10.16, 4.99, 15.81], [11.24, 2.59, 13.18], [19.69, 12.28, 14.68], [11.33, 12.08, 18.52], [12.17, 13.10, 10.91], [11.67, 12.14, 11.07], [11.07, 2.18, 14.17], [12.45, 13.16, 9.11], [12.25, 12.60, 17.12], [11.30, 6.49, 16.69], [9.59, 6.89, 16.53], [14.06, 9.31, 13.33], [11.27, 14.49, 11.52], [18.04, 12.28, 14.04]],
  "nbo_charge": [1.000, 0.220, 0.213, 0.190, 0.210, -0.724, 0.221, -0.475, -0.009, 1.000, 0.214, -0.044, -0.263, 0.220, 0.182, -0.460, 0.179, 0.005, -0.011, -0.385, 0.217, -0.256, -0.054, -0.421, 0.197, 0.217, -0.001, 0.001, -0.384]
}

***

# 3
{
  "formula": "C5H13NS",
  "method": "ωB97M-V/def2-TZVPD",
  "e_homo_ev": -8.80,
  "smiles": "CCCNCCS",
  "e_tot_ha": -651.205461,
  "relative_energy_kj_mol": 101.1,
  "gap_ev": 9.7,
  "symbols": ["C", "H", "N", "H", "H", "C", "H", "H", "S", "C", "H", "C", "H", "H", "H", "H", "C", "H", "H", "H"],
  "coordinates": [[-0.05, -0.36, -1.65], [-1.88, -0.42, -0.77], [-0.92, -0.41, -0.46], [-2.81, 0.89, 3.31], [1.07, -1.91, -0.68], [1.26, -1.07, -1.37], [1.70, -1.45, -2.31], [0.19, 0.67, -1.95], [2.45, -0.07, -0.42], [-2.20, 0.89, 1.19], [-2.49, -0.74, 2.64], [-2.22, 0.31, 2.60], [-2.58, 1.90, 1.07], [3.48, 0.20, -1.24], [-1.21, 0.26, 3.01], [-2.89, 0.27, 0.59], [-0.82, 0.68, 0.55], [-0.58, -0.84, -2.46], [-0.42, 1.63, 0.08], [0.05, 0.56, 1.19]],
  "nbo_charge": [-0.235, 0.355, -0.631, 0.210, 0.234, -0.523, 0.227, 0.178, -0.082, -0.416, 0.212, -0.613, 0.216, 0.130, 0.207, 0.192, -0.226, 0.201, 0.168, 0.197]
}

***

# 4
{
  "formula": "C4H10O3",
  "method": "ωB97M-V/def2-TZVPD",
  "e_homo_ev": -9.67,
  "smiles": "C[C@H](O)CC=O.O",
  "e_tot_ha": -384.058228,
  "relative_energy_kj_mol": 240.0,
  "gap_ev": 10.2,
  "symbols": ["H", "H", "C", "H", "H", "C", "H", "O", "C", "H", "H", "H", "O", "C", "O", "H", "H"],
  "coordinates": [[1.38, 1.75, -3.08], [-0.50, 1.10, 1.05], [-0.26, -0.87, 0.10], [-0.66, -1.86, 0.04], [-2.86, -0.85, 0.77], [-0.86, 0.12, 1.30], [1.59, -1.79, 0.99], [1.65, 1.89, -2.20], [1.25, -1.09, 0.22], [-0.43, -0.01, 2.35], [1.91, -1.46, -0.72], [-0.04, 0.26, -1.29], [-3.13, 0.89, 1.84], [-2.37, 0.02, 1.38], [-0.81, -0.26, -1.14], [1.70, -0.25, 0.58], [2.46, 2.43, -2.20]],
  "nbo_charge": [0.475, 0.240, 0.089, 0.180, 0.117, -0.541, 0.232, -0.953, -0.659, 0.236, 0.227, 0.470, -0.523, 0.437, -0.711, 0.205, 0.480]
}

***

# 5
{
  "formula": "CH2BNO2",
  "method": "ωB97M-V/def2-TZVPD",
  "e_homo_ev": -12.09,
  "smiles": "O=BO.C#N",
  "e_tot_ha": -269.436079,
  "relative_energy_kj_mol": 124.8,
  "gap_ev": 11.9,
  "symbols": ["O", "O", "N", "B", "H", "H", "C"],
  "coordinates": [[0.07, -0.25, -0.47], [2.49, -0.58, -0.23], [-3.87, -1.04, 0.14], [1.25, -0.42, -0.39], [3.17, -0.71, -0.76], [-2.34, 0.42, -0.14], [-3.05, -0.28, -0.10]],
  "nbo_charge": [-0.879, -0.886, -0.323, 1.244, 0.523, 0.222, 0.099]
}

***

# 6
{
  "formula": "C16H30GaN5O12P",
  "method": "ωB97M-V/def2-TZVPD",
  "charge": -1,
  "e_homo_ev": -3.28,
  "e_tot_ha": -4069.692430,
  "gap_ev": 4.7,
  "symbols": ["H", "H", "N", "P", "O", "C", "H", "H", "H", "H", "H", "H", "O", "O", "O", "N", "H", "Ga", "H", "C", "H", "H", "O", "C", "C", "H", "H", "H", "H", "C", "O", "H", "C", "N", "C", "H", "H", "H", "O", "N", "H", "H", "C", "H", "C", "H", "O", "O", "H", "C", "H", "H", "C", "C", "O", "C", "H", "H", "C", "O", "C", "N", "C", "H", "O"],
  "coordinates": [[5.62, 4.79, 1.96], [4.49, 6.08, 1.41], [-7.41, -7.94, 0.31], [1.28, -2.19, 0.05], [7.64, 6.43, 1.87], [-7.53, -7.14, 1.56], [-5.26, 0.98, -0.83], [-2.23, 1.35, -5.68], [-4.33, -2.48, 0.07], [-7.64, -6.10, 1.27], [-1.44, 2.96, -5.64], [4.46, 1.28, 1.95], [1.50, -3.25, -1.31], [6.30, 7.25, 0.36], [-5.79, -2.03, 2.66], [6.54, 6.57, 1.35], [-6.63, -7.29, 2.16], [1.00, -0.03, -0.82], [5.47, 1.88, 4.99], [5.40, 5.86, 1.98], [0.69, -3.09, -1.86], [5.32, -0.88, -2.00], [4.42, 2.89, 3.08], [4.44, 0.55, 1.07], [4.25, -0.68, -1.59], [3.71, -1.69, -1.47], [-3.81, -1.43, 1.43], [-3.30, -3.15, 1.39], [-4.14, -1.00, -2.46], [1.88, 0.07, -2.73], [2.58, -2.30, 1.18], [-1.41, -1.37, -2.41], [-1.61, 1.49, 0.07], [3.87, 2.98, 4.17], [-1.04, 0.35, -0.85], [-0.93, 2.12, 0.74], [-8.41, -7.50, 2.10], [1.48, 0.97, -3.34], [-5.76, -3.96, 1.65], [-0.75, 1.61, -4.20], [1.71, -0.94, -3.25], [-2.63, 2.51, -4.37], [-3.49, -0.32, -1.79], [4.02, 0.17, -3.67], [4.47, 0.04, -0.16], [3.76, 1.40, -2.31], [-0.22, 2.39, -3.42], [2.81, 3.54, 4.40], [3.87, 1.59, 5.74], [-4.09, -2.44, 1.13], [4.75, 3.12, 6.07], [-3.62, 2.52, 0.74], [3.51, 0.31, -2.64], [-1.93, -0.56, -1.79], [-6.38, -8.59, 0.16], [-3.18, 1.71, 0.05], [1.68, 1.14, 0.03], [2.29, -1.73, 1.95], [-1.85, 2.15, -5.04], [-8.35, -7.88, -0.47], [-4.13, 0.80, -0.85], [-5.31, -2.84, 1.88], [4.55, 2.34, 5.34], [5.31, 6.22, 3.00], [-0.46, 0.43, -4.35]],
  "nbo_charge": [0.255, 0.238, 0.530, 0.710, -0.389, -0.486, 0.213, 0.224, 0.244, 0.252, 0.224, 0.250, -1.003, -0.373, -0.375, 0.530, 0.234, 0.808, 0.236, -0.487, 0.484, 0.215, -0.382, -0.357, -0.479, 0.253, 0.250, 0.241, 0.209, -0.881, -0.998, 0.222, -0.246, 0.534, -0.401, 0.237, 0.227, 0.220, -0.415, 0.527, 0.188, 0.240, -0.271, 0.179, 0.027, 0.205, -0.359, -0.361, 0.241, -0.485, 0.232, 0.209, -0.396, -0.268, -0.371, -0.242, -0.307, 0.490, -0.479, -0.386, -0.296, 0.536, -0.486, 0.225, -0.358]
}

***

Please write out number 3 again, unchanged.
{
  "formula": "C5H13NS",
  "method": "ωB97M-V/def2-TZVPD",
  "e_homo_ev": -8.80,
  "smiles": "CCCNCCS",
  "e_tot_ha": -651.205461,
  "relative_energy_kj_mol": 101.1,
  "gap_ev": 9.7,
  "symbols": ["C", "H", "N", "H", "H", "C", "H", "H", "S", "C", "H", "C", "H", "H", "H", "H", "C", "H", "H", "H"],
  "coordinates": [[-0.05, -0.36, -1.65], [-1.88, -0.42, -0.77], [-0.92, -0.41, -0.46], [-2.81, 0.89, 3.31], [1.07, -1.91, -0.68], [1.26, -1.07, -1.37], [1.70, -1.45, -2.31], [0.19, 0.67, -1.95], [2.45, -0.07, -0.42], [-2.20, 0.89, 1.19], [-2.49, -0.74, 2.64], [-2.22, 0.31, 2.60], [-2.58, 1.90, 1.07], [3.48, 0.20, -1.24], [-1.21, 0.26, 3.01], [-2.89, 0.27, 0.59], [-0.82, 0.68, 0.55], [-0.58, -0.84, -2.46], [-0.42, 1.63, 0.08], [0.05, 0.56, 1.19]],
  "nbo_charge": [-0.235, 0.355, -0.631, 0.210, 0.234, -0.523, 0.227, 0.178, -0.082, -0.416, 0.212, -0.613, 0.216, 0.130, 0.207, 0.192, -0.226, 0.201, 0.168, 0.197]
}